Entry 1:
{
  "formula": "C17H29GeN3O7W",
  "method": "ωB97M-V/def2-TZVPD",
  "total_charge": 2,
  "homo_lumo_gap_ev": 6.889,
  "de_lowest_kcal_mol": 37.39,
  "spin_multiplicity": 1,
  "homo_energy_ev": -15.1,
  "species": ["H", "C", "C", "H", "H", "C", "H", "C", "C", "H", "H", "H", "H", "H", "C", "O", "H", "N", "O", "H", "H", "H", "C", "H", "H", "W", "O", "H", "H", "C", "H", "C", "O", "O", "H", "H", "C", "Ge", "C", "N", "H", "H", "N", "O", "H", "C", "H", "C", "C", "H", "H", "H", "C", "O", "C", "H", "C", "H"],
  "xyz": [[-0.5543, 3.5419, -2.9027], [-4.1906, 3.5023, -5.6504], [1.6823, -1.5658, -0.2850], [1.0261, 1.6314, -4.2252], [3.6709, -1.8548, 1.7347], [2.1014, -0.6786, 0.8741], [0.0725, 1.3348, -7.2742], [0.2275, 0.0881, -5.5070], [-3.7247, 2.6616, -4.4710], [-5.1624, 3.9533, -5.4453], [-2.1112, -2.3351, 1.3423], [0.1258, 4.2006, 2.3186], [-2.7270, 2.2541, -4.6909], [4.1713, -0.1307, 3.4837], [-0.6453, 0.6865, -3.2208], [-0.1649, 2.4358, 0.7630], [-4.6885, 3.7839, -2.9063], [-1.2876, -0.4526, 1.7537], [2.1267, -2.6466, -0.4680], [2.8527, 2.1544, -2.8872], [-3.0882, 4.3541, -3.2958], [-4.2914, 2.9019, -6.5531], [-3.6829, 3.4445, -3.1626], [-3.4891, 4.3111, -5.8615], [-3.5831, 1.6045, -1.9873], [0.0330, 0.8100, -0.6524], [0.7858, 3.5010, 2.4890], [2.8025, 0.4119, -2.4915], [0.9098, -0.6642, -5.0984], [0.7541, 0.6018, -6.8402], [-3.3354, 3.0533, -1.0342], [2.7566, 1.4242, -2.0883], [0.7569, -0.9662, -1.0910], [-1.7101, 0.0642, -0.6741], [-0.7309, -0.4181, -5.6495], [-0.5075, 2.0341, -4.9455], [2.6490, 1.2380, 2.8050], [-1.2255, 2.3545, -2.2157], [-1.9646, -1.2938, -0.3762], [-1.6221, -1.5488, 0.9301], [1.7291, 1.0792, -6.7255], [-1.6117, 0.1977, -3.3718], [1.4126, 0.4422, 0.9578], [-2.3815, -2.0621, -1.1666], [-2.1385, -0.0319, 2.1247], [0.0505, 1.2138, -4.4882], [0.8696, -0.2113, -7.5545], [-3.1287, 2.5975, -2.0057], [3.1174, -0.9269, 1.7987], [-0.7441, -0.8007, 2.5368], [3.5297, 1.5871, -1.3386], [2.8569, 2.0033, 3.5394], [3.3846, 0.0335, 2.7596], [1.4880, 1.6056, -1.4442], [1.6604, 1.3879, 1.8653], [-4.3786, 1.7942, -4.3425], [0.6886, 2.5175, 1.6662], [-0.0143, -0.1279, -2.8511]],
  "nbo_charge": [-0.115, -0.607, 0.748, 0.201, 0.286, 0.124, 0.213, -0.393, -0.390, 0.220, 0.422, 0.544, 0.169, 0.271, -0.805, -0.600, 0.235, -0.648, -0.436, 0.229, 0.205, 0.228, -0.409, 0.209, 0.252, 1.824, -0.568, 0.213, 0.202, -0.606, 0.253, -0.257, -0.740, -0.736, 0.212, 0.215, -0.135, 1.276, 0.879, -0.497, 0.206, 0.280, -0.464, -0.489, 0.383, -0.402, 0.237, -0.831, -0.145, 0.384, 0.210, 0.277, -0.108, -0.645, 0.065, 0.211, 0.843, 0.300]
}



Entry 2:
{
  "formula": "C17H29InN3O3",
  "method": "ωB97M-V/def2-TZVPD",
  "total_charge": 3,
  "homo_lumo_gap_ev": 3.568,
  "spin_multiplicity": 1,
  "homo_energy_ev": -19.3,
  "species": ["H", "C", "H", "H", "H", "H", "C", "N", "C", "H", "H", "H", "H", "C", "C", "O", "H", "H", "C", "O", "C", "C", "C", "H", "C", "H", "H", "H", "H", "H", "H", "H", "N", "C", "C", "H", "H", "C", "C", "C", "H", "In", "H", "H", "H", "H", "H", "O", "C", "H", "H", "C", "N"],
  "xyz": [[0.8736, -3.0029, 0.4037], [-2.5430, -1.2251, -1.4784], [4.5057, -1.1364, 3.0752], [0.9370, 0.8643, 0.4095], [1.3030, 3.1871, -0.0600], [0.8931, 2.6350, -3.5149], [1.1271, -2.1272, -0.3156], [0.8254, 4.0803, -0.3311], [-0.8945, 2.6887, 1.0930], [2.1542, -2.1102, -2.4109], [-1.3290, 3.8594, -0.8858], [2.9037, -0.3534, 3.5216], [-4.7803, -0.9678, 2.5303], [-1.5696, -1.8359, -0.3335], [2.6993, -1.8166, 1.8057], [0.3188, 5.1347, -2.4039], [2.0007, 2.2076, -1.9879], [-1.3466, 1.6245, -0.8219], [-0.6414, 3.9274, 0.0376], [-1.4508, -3.2529, -0.6643], [-1.2511, 1.3068, 0.2745], [1.4884, -2.7902, -1.7732], [-4.5404, -0.9886, 1.3939], [0.5625, -3.1989, -2.3119], [-0.0554, -0.5044, -1.9688], [1.6842, -2.0934, 2.2975], [-3.7952, -2.8726, 0.3209], [-4.1616, 0.0572, 1.1233], [-0.1405, -0.0793, 1.6369], [2.1363, -3.7208, -1.5142], [3.8644, 0.1549, 1.9259], [0.0546, 2.5891, 1.7304], [0.1387, 0.0509, -3.0424], [-0.0422, 0.2257, 0.5273], [-0.1144, -1.0690, -0.4417], [-1.8320, 2.9760, 1.6872], [3.3295, -2.7930, 1.8704], [0.8867, 4.1610, -1.8335], [3.5304, -0.6952, 2.6244], [-3.4414, -2.1654, 1.1478], [-5.5565, -1.2217, 0.8859], [1.9360, 0.7801, -0.7038], [2.5602, 3.5533, -3.2075], [-3.4485, -2.7919, 2.1262], [2.7050, -0.3821, -0.0570], [-2.2489, 0.9392, 0.6944], [3.3728, -2.0902, -0.3060], [-2.0711, -1.6687, 0.9969], [2.5258, -1.4962, 0.2260], [-0.9305, 4.9217, 0.5692], [-1.3143, -3.6669, 0.2353], [1.6344, 3.0382, -2.7384], [-3.4945, -0.8811, -2.1544]],
  "lowdin_charge": [0.179, -0.072, 0.122, -0.039, 0.042, 0.136, -0.243, 0.100, -0.103, 0.101, 0.148, 0.104, 0.100, -0.394, -0.168, 0.193, -0.039, 0.127, -0.142, 0.042, -0.103, -0.036, -0.053, 0.120, -0.144, 0.138, 0.145, 0.062, 0.197, 0.134, 0.072, 0.129, 0.287, -0.113, -0.224, 0.148, 0.167, -0.314, -0.067, -0.180, 0.113, 1.359, 0.163, 0.152, -0.043, 0.123, 0.180, -0.107, -0.164, 0.174, 0.158, 0.081, 0.248]
}



Entry 3:
{
  "formula": "C17H29MnO10V",
  "method": "ωB97M-V/def2-TZVPD",
  "total_charge": 2,
  "homo_lumo_gap_ev": [3.998, 3.879],
  "s_squared": 15.83,
  "spin_multiplicity": 8,
  "homo_energy_ev": [-13.8, -13.8],
  "species": ["H", "H", "C", "C", "O", "V", "H", "C", "O", "O", "O", "H", "C", "H", "H", "H", "H", "H", "C", "C", "C", "H", "O", "H", "H", "H", "C", "C", "C", "O", "C", "H", "C", "H", "H", "C", "Mn", "H", "H", "O", "H", "H", "C", "H", "H", "H", "H", "H", "C", "O", "H", "O", "O", "H", "H", "C", "C", "H"],
  "xyz": [[-4.9161, -2.3387, -24.4997], [-7.1955, 1.2388, -19.8004], [-6.5544, 1.8514, -20.4343], [-4.9273, 5.7933, -25.8136], [-7.7968, 7.8917, -25.4240], [-10.4718, 6.1953, -20.9273], [-7.4007, -1.0511, -23.2816], [-6.6710, -1.1562, -24.0845], [-8.4976, 8.4180, -27.4870], [-3.1708, 2.1831, -21.1923], [-5.2240, 1.3964, -20.6500], [-8.3864, 8.2815, -29.5231], [-5.2860, -1.7267, -23.6770], [-5.5293, -2.4130, -22.8658], [-8.4169, 2.8106, -25.2320], [-5.2477, 4.0994, -21.6450], [-3.2794, 4.6321, -25.6225], [-7.0577, -1.7160, -24.9361], [-4.1604, 7.2110, -24.1007], [-7.4885, 2.3416, -24.9060], [-3.6048, 5.7341, -23.9128], [-7.2132, 6.4731, -28.6674], [-8.8075, 6.7912, -22.4036], [-6.8706, 6.0407, -22.2223], [-3.9300, 5.2782, -22.9777], [-7.8507, 5.3912, -26.5110], [-8.4974, 6.1119, -27.0115], [-7.5809, 0.9456, -24.9824], [-8.8689, 7.7539, -28.7004], [-5.4614, 5.5507, -26.9154], [-5.0761, 3.6995, -20.6456], [-7.1242, 3.9390, -20.4449], [-8.1741, 7.5111, -26.5079], [-4.5362, 4.4362, -20.0507], [-4.6913, 4.0316, -24.6047], [-6.3496, 3.2863, -20.0425], [-8.7321, 8.6539, -23.5902], [-9.9575, 7.7387, -28.7528], [-9.5737, 5.9403, -27.0030], [-8.6096, 0.4586, -25.3793], [-3.3798, 7.9574, -24.2481], [-2.5438, 5.6583, -23.6745], [-4.1203, 4.8826, -24.9757], [-7.3483, 2.5090, -23.8381], [-7.1328, 1.9100, -21.3563], [-7.5647, 6.0347, -23.8854], [-6.2003, 3.5682, -19.0002], [-8.6456, 5.5207, -29.0260], [-4.3386, 2.3612, -20.8442], [-6.5431, 0.2735, -24.5179], [-4.8035, 7.3846, -23.2379], [-9.4210, 5.3824, -20.0370], [-4.9028, 7.0710, -25.3530], [-8.1676, 4.9321, -22.7569], [-4.5835, -0.9486, -23.3783], [-7.7774, 5.9479, -22.8199], [-8.2839, 6.3921, -28.4801], [-6.6830, 2.7534, -25.5140]],
  "lowdin_spin": [0.000, 0.000, 0.000, 0.000, 0.044, 2.291, 0.000, 0.000, 0.006, 0.000, 0.000, 0.000, 0.000, 0.000, 0.000, 0.000, 0.000, 0.000, 0.000, 0.000, 0.000, 0.000, 0.089, 0.001, 0.000, 0.000, 0.001, 0.000, 0.000, 0.000, 0.000, 0.000, 0.009, 0.000, 0.000, 0.000, 4.863, 0.000, 0.000, 0.000, 0.000, 0.000, 0.000, 0.000, 0.000, 0.001, 0.000, 0.000, 0.000, 0.000, 0.000, -0.320, 0.000, 0.002, 0.000, 0.011, 0.000, 0.000]
}



Entry 4:
{
  "formula": "C17H30AsBrCl3CsN2O8P2Si2",
  "method": "ωB97M-V/def2-TZVPD",
  "total_charge": -2,
  "homo_lumo_gap_ev": [2.571, 2.974],
  "de_lowest_kcal_mol": 70.01,
  "spin_multiplicity": 1,
  "homo_energy_ev": [0.7, 0.3],
  "species": ["O", "H", "H", "H", "C", "H", "H", "Cl", "C", "H", "H", "Br", "H", "C", "P", "C", "Si", "H", "H", "C", "C", "O", "O", "C", "C", "H", "C", "H", "H", "H", "Cl", "C", "C", "P", "Cs", "H", "C", "C", "N", "H", "H", "C", "H", "As", "C", "N", "Si", "O", "O", "C", "H", "H", "O", "H", "H", "H", "H", "H", "O", "C", "H", "H", "H", "H", "H", "Cl", "O"],
  "xyz": [[-1.5592, -4.9992, 1.7207], [0.0284, 0.6557, -4.5613], [-0.6145, 3.5129, 2.3374], [0.5761, 2.2999, -4.6717], [-2.5561, 4.8666, -0.7659], [3.7162, 0.8737, 3.2773], [5.8881, -0.3742, -0.2910], [-0.1940, -1.9351, -6.0847], [-0.3332, -3.6632, 3.6842], [-3.3099, 4.1981, -1.1814], [-2.7533, 4.0469, -3.4819], [3.7850, -1.2168, -2.0499], [-1.6533, -3.1964, 5.3094], [0.6153, 4.3656, -0.5171], [0.2537, -1.9397, 3.2176], [-1.6869, -3.6832, 4.3253], [-1.4005, 2.1441, -3.1456], [1.0222, -5.0908, 4.5993], [1.0973, 1.3413, -3.2899], [1.2372, -0.1711, -0.3566], [-1.2535, -3.2745, -5.2533], [-0.6801, -1.1699, 2.3629], [1.6310, -2.1638, 2.7504], [3.7708, -0.3198, -0.4153], [4.9469, 0.2782, 1.5667], [-2.7930, 1.2900, -5.0410], [2.5720, -0.0190, 0.2689], [-3.8306, 1.3351, -3.5717], [1.5903, 0.7053, 2.0073], [-2.5516, 0.0517, -3.9558], [-0.6597, -5.0154, -5.6366], [-2.7759, 1.1748, -3.9383], [-1.3132, 4.1616, 1.7827], [-0.2974, -5.1005, 2.4896], [-1.2832, -2.7526, 0.0991], [-3.0618, 5.4837, 0.0528], [4.9722, -0.1313, 0.2183], [-1.5370, -3.1315, -3.8683], [0.7422, -4.0675, 4.6727], [-1.1697, 4.6704, -2.8603], [-0.5125, -0.5064, 4.6012], [2.5600, 0.4386, 1.5604], [0.7698, 4.6633, -1.5509], [-1.2156, 1.5072, -0.7493], [-1.6217, 3.9496, -3.5613], [-1.7155, -2.9236, -2.7130], [-1.1726, 3.8853, -0.0813], [0.6791, 1.0309, -0.5904], [0.0987, -1.2672, 4.7888], [0.2267, 1.5695, -3.9386], [-2.2663, 5.5737, -1.5377], [5.8848, 0.2738, 2.1515], [0.7688, -1.2790, -0.6932], [1.2239, 3.4317, -0.4076], [-2.1125, -4.7595, 4.3924], [-2.3401, 4.0017, 2.1327], [1.6188, -3.5236, 4.5881], [-1.3109, 4.2608, -4.6140], [0.0206, -6.4125, 3.2468], [3.7438, 0.5387, 2.2387], [-2.3727, -3.0567, 3.7522], [0.4257, -3.8881, 5.6634], [0.9677, 5.1805, 0.1768], [1.3684, -3.9252, 1.6275], [-1.0921, 5.2092, 2.0036], [-2.8033, -3.1621, -5.8891], [1.0016, -4.8510, 1.5975]],
  "lowdin_charge": [-0.502, -0.001, 0.019, 0.004, -0.290, 0.101, 0.082, 0.208, -0.524, 0.008, 0.034, 0.817, 0.071, -0.242, 0.282, -0.112, 0.265, 0.147, 0.017, -0.589, -1.612, -0.462, -0.294, -0.632, -0.094, 0.022, -0.176, 0.029, 0.131, 0.037, 0.382, -0.267, -0.258, 0.216, 1.190, 0.042, -0.153, -0.469, 0.126, -0.023, 0.076, -0.057, 0.002, 0.896, -0.269, -0.013, 0.246, -0.420, -0.214, -0.224, 0.001, 0.094, -0.250, 0.016, 0.115, 0.013, 0.137, 0.045, -0.375, -0.092, 0.086, 0.167, 0.023, 0.058, 0.011, 0.576, -0.183]
}